86
Properties=species:S:1:pos:R:3:forces:R:3 method="wB97M-V/def2-TZVPD" molar_mass_g_mol=836.04 gap_ev=6.4 total_energy_ha=-3519.04999 charge=+2
Zr 0.3046 0.5374 -0.2157 0.61 0.39 0.27
O 3.3253 0.2826 3.3134 -0.01 0.04 -0.07
C 2.6625 0.5779 2.2276 0.03 -0.02 0.16
O 1.7117 -0.0621 1.8015 -0.06 -0.04 -0.08
C 3.1157 1.7587 1.4723 -0.02 -0.02 -0.06
C 4.1802 2.5802 1.7751 0.00 0.00 -0.01
C 4.4627 3.6241 0.8946 0.01 0.02 -0.01
C 3.6930 3.7785 -0.2458 -0.01 -0.03 0.01
C 2.6533 2.8829 -0.4588 0.04 0.19 -0.11
N 2.3539 1.9148 0.3878 0.03 -0.03 0.06
C 1.7590 2.8738 -1.6668 -0.21 -0.18 0.08
O 1.7076 3.7294 -2.4918 0.15 0.06 0.00
O 1.0233 1.7589 -1.6550 -0.29 -0.07 0.17
H 2.8633 -0.4188 3.8112 0.00 -0.02 0.03
H 4.7731 2.4079 2.6621 -0.01 -0.01 0.01
H 5.2864 4.2954 1.0964 0.00 0.00 0.00
H 3.8780 4.5574 -0.9729 0.00 0.00 0.00
C -2.7469 -1.6022 1.7348 0.02 -0.07 0.00
C -1.7843 -1.9555 0.5913 0.02 -0.07 -0.02
P -0.1138 -2.6317 1.1339 -0.03 0.16 -0.06
C -0.3218 -4.3970 0.7091 -0.04 -0.02 0.04
C -1.5038 -5.0391 1.0792 0.00 -0.01 -0.01
C -1.6608 -6.3996 0.8630 0.00 0.00 0.01
C -0.6356 -7.1347 0.2861 0.01 -0.02 0.00
C 0.5477 -6.5059 -0.0710 -0.01 0.01 0.01
C 0.7076 -5.1444 0.1431 0.02 -0.01 -0.01
C 1.0371 -2.1232 -0.2447 0.08 -0.09 -0.11
C 2.4083 -1.9710 0.0727 -0.02 0.03 0.03
C 3.3791 -1.8818 -0.9086 -0.03 -0.02 -0.08
C 3.0194 -1.9782 -2.2527 0.01 0.01 0.08
C 1.6998 -2.2221 -2.5976 0.00 -0.04 -0.01
C 0.7364 -2.3261 -1.6045 -0.12 -0.15 -0.09
C -2.6104 -0.1758 2.3010 -0.02 0.02 0.05
P -0.9017 0.4657 2.4669 -0.07 0.03 0.02
C -0.2006 -0.3098 3.9747 0.01 -0.05 -0.05
C -0.5253 -1.6020 4.3806 0.01 0.00 0.05
C 0.0250 -2.1448 5.5338 -0.02 0.00 -0.02
C 0.9189 -1.4101 6.2956 0.02 0.00 0.02
C 1.2425 -0.1147 5.9114 0.00 -0.01 0.01
C 0.6797 0.4322 4.7674 -0.01 0.03 -0.01
C -1.0029 2.1754 3.0625 -0.03 0.10 0.04
C -1.8326 2.5279 4.1278 -0.01 -0.05 -0.02
C -1.8623 3.8364 4.5817 0.00 0.00 0.02
C -1.0466 4.8000 3.9995 0.03 0.05 -0.02
C -0.2017 4.4601 2.9527 -0.08 -0.05 0.09
C -0.1897 3.1520 2.4924 0.02 -0.09 -0.17
H -2.6715 -2.3401 2.5333 -0.01 0.03 0.02
H -3.7664 -1.6928 1.3566 0.00 0.00 0.00
H -1.6929 -1.0783 -0.0605 0.01 -0.01 0.00
H -2.2419 -2.7058 -0.0569 0.00 0.04 -0.04
H -2.3170 -4.4872 1.5371 0.01 0.00 0.00
H -2.5847 -6.8850 1.1471 0.00 0.00 0.00
H -0.7580 -8.1958 0.1169 0.00 0.00 0.00
H 1.3508 -7.0753 -0.5195 0.00 0.00 0.00
H 1.6433 -4.6773 -0.1423 -0.01 0.02 0.00
H 2.7009 -1.9770 1.1123 0.01 0.00 0.00
H 4.4196 -1.7788 -0.6303 0.00 0.01 -0.01
H 3.7751 -1.9073 -3.0238 0.01 0.00 0.01
H 1.4187 -2.3607 -3.6329 0.01 -0.01 0.00
H -0.2670 -2.6264 -1.8806 -0.01 0.04 0.02
H -3.1219 -0.1021 3.2625 0.00 0.02 0.00
H -3.1024 0.5233 1.6177 0.03 0.02 0.00
H -1.2081 -2.2090 3.8100 -0.01 0.02 -0.01
H -0.2514 -3.1465 5.8341 0.00 0.00 0.00
H 1.3464 -1.8344 7.1941 0.00 0.00 0.00
H 1.9131 0.4823 6.5161 0.00 0.00 0.00
H 0.9162 1.4587 4.5133 0.00 0.00 -0.01
H -2.4562 1.7847 4.6102 0.00 -0.01 -0.01
H -2.5177 4.1067 5.3988 0.00 0.00 0.00
H -1.0745 5.8187 4.3629 0.01 0.00 0.00
H 0.4238 5.2114 2.4898 0.01 0.00 -0.01
H 0.4277 2.9082 1.6304 0.04 -0.01 0.09
S -0.9695 -0.2013 -2.2819 -0.14 -0.01 -0.06
C -1.7478 1.2655 -1.8440 0.09 -0.18 -0.21
N -1.6677 1.6802 -0.5838 -0.18 0.06 -0.01
C -2.4425 2.8690 -0.4323 0.08 -0.07 -0.01
C -2.8157 3.5215 0.7401 0.00 0.00 -0.06
C -3.6260 4.6380 0.6583 -0.01 0.02 0.03
C -4.0912 5.1182 -0.5650 -0.02 0.03 0.01
C -3.7834 4.4523 -1.7323 0.05 -0.04 0.03
C -2.9711 3.3265 -1.6454 -0.07 0.19 0.06
S -2.5591 2.2671 -2.9491 0.02 -0.11 -0.03
H -2.5178 3.1573 1.7042 0.01 0.01 0.01
H -3.9179 5.1394 1.5714 0.01 0.00 0.00
H -4.7198 5.9972 -0.5972 0.00 0.00 0.00
H -4.1722 4.7860 -2.6844 0.01 -0.02 -0.01

---

46
Properties=species:S:1:pos:R:3:forces:R:3 method="wB97M-V/def2-TZVPD" molar_mass_g_mol=444.37 smiles="O=C1C=C(O)C(=O)C=C1O.O=C1C=C(O)C(=O)C=C1O.O=C1OC[C@](S)(CCO)O1" gap_ev=8.1 total_energy_ha=-1958.46582 charge=0
O 3.3015 -1.6868 4.5577 0.30 0.15 0.25
C 3.0497 -2.5807 3.8304 0.18 -0.59 0.01
O 3.5760 -2.8049 2.6004 -0.26 0.50 -0.18
C 2.4902 -3.3660 1.8578 0.03 0.15 0.31
C 1.7859 -4.2354 2.9003 0.22 -0.25 -0.14
S 2.4990 -5.9153 3.0297 0.11 0.03 -0.01
C 0.2787 -4.2444 2.6924 0.04 -0.07 0.12
C -0.4127 -3.0177 3.2674 -0.05 0.06 -0.12
O -1.5699 -2.7793 2.4821 -0.03 -0.06 -0.04
O 2.1667 -3.5806 4.1193 -0.49 0.23 -0.11
H 1.8174 -2.5461 1.5861 0.02 -0.04 -0.24
H 2.8564 -3.8755 0.9753 0.06 -0.13 0.05
H 2.1027 -6.2951 1.8081 -0.04 -0.05 -0.03
H 0.1004 -4.2576 1.6137 -0.03 -0.01 -0.02
H -0.1439 -5.1610 3.0960 -0.08 0.02 0.07
H 0.2494 -2.1456 3.2430 0.03 0.02 -0.03
H -0.6777 -3.1871 4.3133 0.04 0.00 0.03
H -1.9535 -1.9475 2.7793 -0.05 0.09 0.14
C -1.0538 2.1346 3.0492 -0.01 -0.04 0.06
C -0.6742 3.1819 2.3005 0.00 0.00 -0.01
C -0.9333 3.2458 0.8074 -0.02 -0.05 -0.06
O -0.5508 4.2526 0.2383 0.02 0.01 0.03
C -1.5967 2.1348 0.1659 -0.04 0.08 -0.04
C -1.9711 1.0870 0.9133 0.01 0.00 0.03
C -1.7276 1.0325 2.4084 0.06 0.08 0.10
O -2.1219 0.0401 3.0044 -0.03 -0.08 -0.14
O -2.5809 0.0217 0.4147 -0.02 0.01 -0.01
O -0.0507 4.2438 2.7740 0.01 0.01 0.04
H -0.8737 2.0798 4.1133 0.00 0.01 0.00
H -1.7606 2.1782 -0.9006 0.03 -0.04 0.03
H -2.7403 -0.5927 1.1543 0.02 0.00 0.00
H 0.0933 4.8360 2.0072 -0.01 -0.01 -0.02
C -1.1597 2.1719 -6.3264 -0.01 0.02 -0.08
C -1.4150 1.6816 -5.1048 0.02 0.00 0.00
C -0.4813 1.9005 -3.9303 0.08 0.05 0.01
O -0.8334 1.4175 -2.8662 -0.03 -0.04 -0.06
C 0.7366 2.6462 -4.1311 0.01 -0.02 0.07
C 0.9941 3.1353 -5.3540 -0.01 0.00 -0.01
C 0.0526 2.9329 -6.5271 -0.07 -0.04 -0.02
O 0.3931 3.4366 -7.5820 0.03 0.00 0.01
O 2.0717 3.8340 -5.6602 0.03 0.01 0.03
O -2.4878 0.9705 -4.8019 -0.04 -0.01 -0.03
H -1.8208 2.0221 -7.1679 -0.01 -0.01 0.02
H 1.3988 2.7919 -3.2897 0.01 0.02 -0.01
H 1.9862 4.0596 -6.6094 -0.03 -0.01 -0.01
H -2.4089 0.7498 -3.8517 0.03 0.01 0.01

---

100
Properties=species:S:1:pos:R:3:forces:R:3 method="wB97M-V/def2-TZVPD" molar_mass_g_mol=892.64 gap_ev=7.5 total_energy_ha=-3044.55692 charge=0
Y 0.3526 -0.1285 -0.0488 0.33 0.12 -0.38
O -0.5461 -1.2523 -1.6204 0.20 -0.05 0.06
C -0.8949 -2.5009 -1.8213 -0.70 0.95 -0.96
C -1.9693 -2.7925 -2.6874 -0.48 -0.25 -0.29
C -2.3840 -4.1064 -2.8692 -0.48 0.37 -0.60
C -1.7207 -5.1852 -2.2790 -0.29 -0.35 0.32
C -0.6356 -4.9038 -1.4808 -0.64 0.55 -0.47
C -0.2192 -3.5762 -1.2750 1.12 -1.02 1.22
C 1.0441 -3.3644 -0.5731 0.27 -0.60 -0.08
N 1.4225 -2.2934 -0.0037 0.40 1.38 0.06
N 2.8246 -2.2277 0.2382 -0.42 -0.11 -0.11
C 3.2967 -1.0653 -0.0854 -1.12 0.46 0.26
O 2.5739 -0.0239 -0.4917 0.32 -0.94 0.26
C 4.7417 -0.8444 0.0641 1.15 0.88 -0.49
C 5.6331 -1.8461 0.3923 -0.23 -1.27 0.27
C 7.0103 -1.6196 0.4181 -0.77 0.15 0.16
C 7.4752 -0.3384 0.1865 0.15 -0.19 0.16
C 6.5952 0.7029 -0.0773 1.08 0.51 -0.46
C 5.2686 0.4372 -0.2040 -2.07 -0.17 0.12
H -2.4652 -1.9581 -3.2106 0.23 -0.54 0.44
H -3.2620 -4.3119 -3.4998 0.46 0.19 0.24
H -2.0971 -6.2168 -2.3951 0.31 0.72 0.02
H -0.1557 -5.6941 -0.9593 0.63 -0.54 0.28
H 1.8341 -4.1175 -0.6041 -0.29 -0.37 -0.25
H 5.2078 -2.8399 0.6220 0.43 0.59 -0.20
H 7.6737 -2.4376 0.6561 0.13 0.03 -0.04
H 8.5289 -0.1490 0.2157 0.43 0.12 0.05
H 6.9922 1.7076 -0.2646 -0.23 -0.40 0.12
H 4.5207 1.1935 -0.4714 0.55 -0.06 0.12
C -5.0972 -3.0097 0.8818 -0.49 0.03 -0.06
C -4.9272 -2.1539 -0.3527 1.10 0.27 -0.43
C -6.2499 -1.7506 -0.9612 0.08 -0.26 0.20
Sb -3.4294 -0.5841 0.1276 -0.55 -0.24 0.06
C -4.3011 0.2004 1.9858 0.63 0.16 -0.38
C -5.8152 0.2207 2.0053 0.34 0.35 -0.12
C -3.7765 -0.6258 3.1609 -0.13 -0.67 -1.07
C -3.9863 1.0858 -1.1785 0.44 0.37 -0.09
C -3.9932 0.6575 -2.6461 -0.61 0.12 -0.35
C -5.2656 1.8306 -0.8248 -0.17 0.46 -0.03
H -5.6290 -3.9160 0.6202 -0.15 -0.46 -0.08
H -5.7248 -2.5057 1.6144 0.20 -0.13 0.20
H -4.1495 -3.2955 1.3212 0.21 -0.05 0.21
H -4.3737 -2.7808 -1.0820 -0.18 0.45 0.19
H -6.8602 -1.2251 -0.2218 -0.17 -0.12 -0.22
H -6.7293 -2.6769 -1.2893 -0.47 0.11 0.06
H -6.1303 -1.1243 -1.8361 -0.05 0.15 -0.10
H -3.9135 1.2353 2.0344 -0.17 -0.39 0.08
H -6.1926 -0.7842 1.8929 -0.39 -0.05 0.10
H -6.2055 0.8542 1.2168 -0.24 -0.15 0.04
H -6.1338 0.6329 2.9579 -0.31 0.00 0.27
H -3.9885 -1.6932 2.9629 0.17 0.38 0.27
H -4.3242 -0.3602 4.0401 -0.16 0.24 0.87
H -2.7081 -0.5205 3.3085 0.20 0.10 0.10
H -3.1788 1.8275 -1.0501 0.03 -0.40 0.09
H -4.8814 0.0210 -2.8320 0.66 0.05 -0.08
H -3.0708 0.1716 -2.9937 -0.27 -0.03 0.29
H -4.1448 1.5352 -3.2966 0.09 -0.09 0.19
H -6.1539 1.2099 -0.9467 -0.05 -0.03 0.04
H -5.3963 2.7134 -1.4720 0.10 -0.27 -0.10
H -5.2562 2.2465 0.1879 0.11 -0.22 -0.12
S -2.0413 3.6302 1.6199 0.02 -0.05 0.00
C -1.5337 2.1233 1.3753 -0.55 1.51 0.26
N -1.1755 1.0217 1.2236 0.78 -0.94 -0.23
C 2.8998 0.2352 3.0291 -0.03 0.99 0.66
N 1.6816 0.9203 2.5015 0.61 -0.44 -0.53
C 2.1826 2.2022 1.9302 -0.28 0.07 -0.49
N 2.8149 3.0444 2.9302 0.45 -0.02 -0.27
C 3.9810 2.3105 3.4736 -0.32 -0.28 -0.51
N 3.5919 1.0458 4.0856 -0.13 -0.47 -0.62
C 2.6464 1.3174 5.1615 -0.42 -0.05 -0.77
N 1.4638 2.0232 4.6481 -0.02 0.50 0.35
C 0.8134 1.1999 3.6448 -0.29 -0.56 1.23
C 1.8663 3.2879 4.0054 -0.58 -0.34 -0.06
H 3.5837 0.1013 2.2017 0.21 -0.11 -0.07
H 2.6283 -0.7210 3.4469 -0.14 -0.36 0.15
H 1.3101 2.7371 1.4759 0.77 -0.29 0.19
H 2.9681 1.9356 1.1885 -0.80 0.27 0.12
H 4.4927 2.9296 4.1938 0.11 0.25 0.34
H 4.6858 2.0519 2.6751 -0.15 0.35 -0.11
H 3.1061 1.8852 5.9590 0.25 0.30 0.08
H 2.3560 0.3544 5.5636 -0.34 -0.17 0.24
H -0.1253 1.6770 3.3811 0.09 0.00 -0.39
H 0.5810 0.2527 4.1729 -0.07 0.20 -0.59
H 2.3293 3.9182 4.7354 0.34 0.43 0.57
H 0.9663 3.8225 3.6238 0.53 -0.49 0.11
S 0.4709 2.1310 -1.7975 -0.09 -0.20 0.09
C 1.4719 1.8475 -3.1606 0.07 0.69 -0.41
N 2.6214 1.1817 -3.1520 0.04 -0.57 1.57
C 3.6166 1.1512 -4.1910 0.97 -0.14 -1.37
C 3.4375 2.3324 -5.1714 -0.23 -0.39 0.73
C 1.9571 2.3990 -5.5114 0.04 0.31 -0.51
N 1.1399 2.4587 -4.3084 -0.23 0.24 -0.35
H 2.8890 0.7819 -2.2346 -0.43 0.14 -0.49
H 3.5565 0.2301 -4.8259 -0.10 0.42 0.75
H 4.6192 1.1425 -3.7098 -0.65 0.08 -0.31
H 4.0103 2.1732 -6.0858 0.05 -0.02 0.15
H 3.7350 3.2870 -4.7242 0.05 -0.19 0.02
H 1.6475 1.5561 -6.1446 0.12 0.06 0.15
H 1.7992 3.3149 -6.0881 -0.26 -0.13 0.08
H 0.2952 3.0232 -4.3469 0.34 -0.42 0.38

---

15
Properties=species:S:1:pos:R:3:forces:R:3 method="wB97M-V/def2-TZVPD" molar_mass_g_mol=154.13 smiles="CC[C@H]([S-])[P@](=O)([O-])O" gap_ev=5.3 total_energy_ha=-1083.81485 charge=-2
C -1.8637 0.7977 -0.1613 3.53 1.14 2.52
C -1.0983 -0.4305 0.4039 -0.85 -1.85 -1.65
C 0.1199 -0.7862 -0.4730 0.98 2.15 1.41
O 1.4463 1.1762 1.3975 -0.32 -0.28 0.51
O 2.9347 -0.4961 -0.0087 -1.34 1.33 0.59
O 1.8832 1.6353 -1.0463 0.20 0.86 -1.58
P 1.6459 0.6425 0.0125 -0.24 -3.29 0.26
S 0.6851 -2.4451 -0.3774 0.25 -1.56 0.46
H -1.8447 0.8188 -1.2382 -0.56 -0.01 -0.35
H -1.0673 1.6872 0.2295 -2.59 -1.82 -1.22
H -2.8061 0.8170 0.3730 -0.46 0.67 -0.41
H -0.6860 -0.1566 1.3122 0.65 0.63 2.14
H -1.7249 -1.3819 0.6636 0.68 1.49 -0.98
H -0.1117 -0.6038 -1.4898 -0.25 0.57 -1.17
H 2.4876 -1.2744 0.4026 0.33 -0.02 -0.53

---

12
Properties=species:S:1:pos:R:3:forces:R:3 method="wB97M-V/def2-TZVPD" molar_mass_g_mol=408.99 s_squared=2.005 gap_ev="6.8 / 7.0" multiplicity=3 total_energy_ha=-1700.19326 charge=-3
Pt 1.0510 12.3403 3.2671 -1.17 0.06 0.38
N 2.5215 14.8659 1.4249 -1.11 2.50 0.66
O 3.5279 14.6076 0.7677 0.06 -1.21 -0.28
O 1.5454 14.0846 1.6163 0.85 -0.42 -0.46
O 2.3901 16.0573 1.8528 0.12 -0.73 -0.09
N 4.3059 12.0002 3.1937 1.03 0.33 0.99
O 3.1152 11.7540 2.8522 0.85 -0.58 -0.20
O 4.6005 13.0802 3.7335 -0.33 -0.69 -0.44
O 5.2027 11.1171 3.0184 -1.03 0.63 -0.24
F -0.9483 12.3524 2.2947 0.74 -0.06 0.52
Cl 0.8251 13.6791 5.4095 0.05 -0.11 -0.40
Cl 0.8380 10.0473 4.8632 -0.05 0.27 -0.44

---

> Among the records above, which one has the highest charge?

C41H34N2O4P2S2Zr

---

> The lowest charge belongs to which entry?

Cl2FN2O6Pt

---

> Look up the charge of the second one.

0